(1)
# C22H29N3O6S

An isolated molecule of C22H29N3O6S in a non-equilibrium geometry (ωB97M-V/def2-TZVPD, OMol25).

Results
SMILES: CCn1cc(C(=O)N[C@@H](CCSC)C(=O)NCCCOC)c(=O)c2cc3c(cc21)OCO3
Largest force on an atom (hartree/bohr): 0.026
Orbital gap (eV): 8.48
Energy relative to the best compared isomer or geometry (same formula, charge and spin) (eV): 1.226

The geometry in XYZ format:
```
61
C22H29N3O6S (ωB97M-V/def2-TZVPD)
C 3.756 3.754 -0.578
H 4.054 4.662 -1.096
H 2.894 3.977 0.046
H 4.572 3.435 0.065
C 3.402 2.671 -1.593
N 2.993 1.442 -0.937
C 1.681 1.219 -0.761
C 1.148 0.135 -0.131
C 2.018 -0.884 0.413
O 1.629 -1.902 0.992
C 3.448 -0.614 0.223
C 4.349 -1.566 0.736
C 5.683 -1.340 0.580
C 6.144 -0.185 -0.073
C 5.295 0.759 -0.580
C 3.910 0.541 -0.436
H 5.705 1.626 -1.065
O 7.504 -0.190 -0.094
C 7.902 -1.382 0.557
O 6.756 -2.087 0.976
H 8.486 -2.002 -0.140
H 8.524 -1.131 1.431
H 3.955 -2.437 1.233
C -0.336 0.061 -0.078
O -1.034 0.943 -0.582
N -0.832 -1.005 0.557
C -2.225 -1.395 0.545
C -2.338 -2.896 0.789
C -1.844 -3.712 -0.395
H -0.808 -3.469 -0.630
H -1.921 -4.781 -0.194
S -2.761 -3.376 -1.937
C -4.371 -4.100 -1.515
H -4.969 -4.072 -2.420
H -4.852 -3.515 -0.737
H -4.230 -5.128 -1.194
H -3.380 -3.128 1.012
H -1.753 -3.159 1.673
H -2.634 -1.149 -0.448
C -3.074 -0.611 1.574
O -3.765 -1.158 2.410
N -2.973 0.714 1.410
H -2.417 1.055 0.628
C -3.752 1.668 2.161
H -4.183 1.131 3.011
C -4.874 2.289 1.323
H -5.465 2.938 1.969
C -4.364 3.084 0.102
O -4.874 2.630 -1.129
C -4.319 1.417 -1.581
H -4.717 1.254 -2.581
H -3.225 1.472 -1.627
H -4.606 0.573 -0.943
H -4.691 4.125 0.166
H -3.264 3.071 0.073
H -5.534 1.495 0.969
H -3.088 2.455 2.534
H -0.149 -1.654 0.953
H 0.998 1.956 -1.162
H 2.569 3.011 -2.213
H 4.245 2.466 -2.255
```

(2)
# C22H29N4O2SSb2Sn

A structure of composition C22H29N4O2SSb2Sn in a non-equilibrium geometry (ωB97M-V/def2-TZVPD, OMol25).

Results
Total charge: +3
Largest force on an atom (hartree/bohr): 0.039
Orbital gap (eV): 4.29

The geometry in XYZ format:
```
61
C22H29N4O2SSb2Sn (ωB97M-V/def2-TZVPD)
Sn 0.092 -1.120 -0.815
C 4.474 -0.184 -1.296
Sb 2.771 0.486 -0.160
C 3.556 2.333 0.646
C 3.285 -0.994 1.567
C 3.447 -0.214 2.747
C 4.684 0.384 3.030
C 4.830 1.286 4.059
C 3.713 1.704 4.823
C 2.497 1.140 4.605
C 2.349 0.054 3.668
C 1.300 -0.801 3.822
Sb -0.967 0.152 2.051
C -2.320 -1.036 3.240
C -1.337 2.016 3.091
H 5.391 -0.030 -0.730
H 4.537 0.362 -2.233
H 4.359 -1.245 -1.515
H 4.578 2.199 0.990
H 2.923 2.678 1.460
H 3.544 3.068 -0.156
H 4.204 -1.449 1.217
H 2.440 -1.688 1.542
H 5.538 0.124 2.421
H 5.799 1.713 4.269
H 3.847 2.455 5.586
H 1.637 1.420 5.193
H 0.588 -0.643 4.614
H 1.285 -1.780 3.368
H -2.403 -0.598 4.235
H -1.979 -2.068 3.323
H -3.296 -1.018 2.760
H -1.412 1.826 4.160
H -2.298 2.372 2.722
H -0.562 2.757 2.900
N -6.738 2.405 -4.062
C -5.776 1.936 -3.268
C -4.529 1.539 -3.812
C -3.548 1.030 -3.003
C -3.781 0.906 -1.634
C -4.989 1.303 -1.064
C -5.976 1.812 -1.872
S -2.472 0.310 -0.661
O -2.628 0.682 0.767
O -2.244 -1.151 -0.740
N -0.973 0.812 -1.064
C -0.827 2.142 -0.748
N 0.295 2.521 -0.140
C 0.366 3.817 0.182
C -0.661 4.709 -0.063
C -1.794 4.187 -0.677
N -1.878 2.908 -1.002
H -6.604 2.461 -5.060
H -7.641 2.668 -3.700
H -4.361 1.631 -4.874
H -2.596 0.725 -3.415
H -5.143 1.192 -0.004
H -6.923 2.107 -1.447
H 1.287 4.136 0.648
H -0.587 5.748 0.207
H -2.656 4.793 -0.914
```

(3)
# C22H30ClHfP

A structure of composition C22H30ClHfP in a non-equilibrium geometry (ωB97M-V/def2-TZVPD, OMol25).

Results
Total charge: +2
Largest force on an atom (hartree/bohr): 0.034
Orbital gap (eV): 6.25
Energy relative to the best compared isomer or geometry (same formula, charge and spin) (eV): 0.081

The geometry in XYZ format:
```
55
C22H30ClHfP (ωB97M-V/def2-TZVPD)
C 0.177 0.044 -5.151
C 1.555 0.544 -5.083
C -0.061 -1.374 -5.453
C -0.951 0.983 -5.210
Cl -0.078 0.641 -2.134
H -0.087 -1.540 -6.544
H -1.019 -1.726 -5.048
H 0.730 -2.018 -5.047
H 1.902 0.864 -6.081
H 2.248 -0.238 -4.739
H 1.661 1.404 -4.409
H -1.142 1.302 -6.250
H -0.775 1.892 -4.620
H -1.877 0.517 -4.842
C 2.096 -2.117 0.735
C 0.894 -2.743 0.263
C 0.796 -2.484 -1.167
H 0.340 -3.512 0.791
C 1.920 -1.650 -1.516
C 2.693 -1.436 -0.353
H 3.631 -0.883 -0.310
H 2.548 -2.253 1.712
H 0.172 -3.034 -1.874
H 2.204 -1.379 -2.537
C -2.468 -0.313 0.975
C -1.989 -1.671 1.100
C -1.996 -2.246 -0.218
H -1.838 -2.184 2.049
C -2.483 -1.262 -1.139
C -2.746 -0.063 -0.401
H -3.181 0.850 -0.802
H -2.737 0.321 1.820
H -1.803 -3.291 -0.453
H -2.793 -1.449 -2.166
Hf -0.276 -0.631 -0.179
C 2.125 1.292 1.862
P 0.429 0.651 2.119
C 0.747 -0.796 3.228
C -0.213 1.824 3.396
C 0.671 2.316 4.373
C 0.205 3.082 5.439
C -1.156 3.375 5.560
C -2.045 2.879 4.604
C -1.585 2.138 3.514
H 2.446 1.120 0.825
H 2.830 0.792 2.538
H 2.129 2.372 2.057
H 1.819 -0.883 3.418
H 0.212 -0.661 4.179
H 0.403 -1.739 2.785
H 1.743 2.100 4.310
H 0.909 3.436 6.194
H -1.522 3.961 6.411
H -3.119 3.063 4.717
H -2.298 1.812 2.753
```

(4)
# C22H30CoFN10O4P

A structure of composition C22H30CoFN10O4P (ωB97M-V/def2-TZVPD, OMol25).

Results
Total charge: +3
2S+1: 5
Largest force on an atom (hartree/bohr): 0.005
Orbital gap (spin up / spin down) (eV): 7.51 / 4.23
Energy relative to the best compared isomer or geometry (same formula, charge and spin) (eV): 0.381

The geometry in XYZ format:
```
69
C22H30CoFN10O4P (ωB97M-V/def2-TZVPD)
Co 0.082 -0.283 0.122
C 4.148 2.018 2.832
N 3.277 1.754 1.685
C 3.210 2.518 0.555
C 2.287 1.929 -0.257
N 1.805 0.807 0.358
C 2.413 0.727 1.540
P 2.172 -0.589 2.781
C 2.116 -1.978 1.604
N 1.330 -2.055 0.533
C 1.600 -3.269 -0.039
C 2.555 -3.919 0.688
N 2.873 -3.093 1.723
C 3.851 -3.389 2.773
C 0.367 -0.466 3.029
N -0.554 -0.501 2.071
C -1.769 -0.426 2.690
C -1.576 -0.349 4.037
N -0.227 -0.371 4.238
C 0.434 -0.289 5.543
H 4.668 2.954 2.655
H 3.555 2.112 3.738
H 4.878 1.221 2.944
H 3.816 3.398 0.426
H 1.957 2.244 -1.232
H 1.103 -3.643 -0.919
H 3.017 -4.883 0.560
H 4.326 -4.336 2.537
H 4.610 -2.611 2.808
H 3.355 -3.470 3.737
H -2.698 -0.430 2.146
H -2.273 -0.283 4.855
H -0.332 -0.271 6.311
H 1.070 -1.157 5.698
H 1.023 0.623 5.608
N -1.935 -1.712 -4.259
C -0.489 -1.292 -4.254
C -0.165 -0.542 -2.969
N -0.484 -1.317 -1.757
C -1.901 -1.725 -1.774
C -2.291 -2.498 -3.026
H -2.126 -2.276 -5.091
H -2.540 -0.883 -4.338
H -0.314 -0.681 -5.138
H 0.099 -2.206 -4.343
H -0.722 0.396 -2.911
H 0.896 -0.290 -2.972
H 0.101 -2.149 -1.740
H -2.504 -0.818 -1.673
H -2.110 -2.352 -0.908
H -3.360 -2.702 -3.056
H -1.754 -3.445 -3.098
F -5.043 1.205 -2.694
C -3.997 1.960 -2.576
C -3.720 2.602 -1.390
N -2.608 3.321 -1.273
C -2.023 3.554 0.025
C -1.135 2.293 0.412
O -0.519 2.413 1.439
O -1.192 1.301 -0.408
C -1.736 3.598 -2.402
O -0.800 4.315 -2.276
N -2.069 2.933 -3.563
C -3.025 1.951 -3.689
O -3.043 1.135 -4.577
H -4.345 2.468 -0.515
H -2.801 3.691 0.773
H -1.374 4.424 -0.011
H -1.443 3.088 -4.348
```

(5)
# C22H30FeN4O2

A structure of composition C22H30FeN4O2 in a non-equilibrium geometry (ωB97M-V/def2-TZVPD, OMol25).

Results
Total charge: +2
2S+1: 5
Largest force on an atom (hartree/bohr): 0.040
Orbital gap (spin up / spin down) (eV): 6.90 / 6.49
Energy relative to the best compared isomer or geometry (same formula, charge and spin) (eV): 5.078

The geometry in XYZ format:
```
59
C22H30FeN4O2 (ωB97M-V/def2-TZVPD)
Fe -0.520 1.905 0.175
C -1.796 -0.749 -3.731
O -0.795 -0.956 -2.699
C -0.749 -0.097 -1.729
O -1.412 0.928 -1.630
N 1.528 -0.272 -0.619
N 1.840 0.962 0.084
H -1.784 -1.652 -4.330
H -1.534 0.117 -4.337
H -2.770 -0.592 -3.275
H 1.834 -1.083 -0.065
H 2.647 1.397 -0.356
H 2.061 0.754 1.055
C -2.500 2.874 0.998
C -2.272 2.403 2.416
C -2.743 3.141 3.492
C -2.483 2.736 4.790
C -1.702 1.611 5.018
C -1.199 0.857 3.967
C -0.239 -0.272 4.236
C -1.546 1.227 2.652
N -1.092 0.528 1.518
C -1.249 -0.786 1.284
C -2.223 -1.627 2.055
C -0.575 -1.350 0.221
C -0.666 -2.801 -0.182
N 0.095 -0.420 -0.637
C 2.244 -0.428 -1.911
C 2.171 0.514 -2.940
C 1.522 1.878 -2.883
C 2.825 0.192 -4.127
C 3.541 -0.981 -4.264
C 3.633 -1.870 -3.205
C 2.984 -1.613 -2.009
C 3.108 -2.576 -0.854
H -3.385 3.504 0.939
H -2.655 2.045 0.295
H -1.657 3.517 0.651
H -3.322 4.039 3.313
H -2.858 3.316 5.622
H -1.457 1.324 6.033
H 0.062 -0.261 5.281
H 0.659 -0.161 3.622
H -0.667 -1.253 4.030
H -2.660 -1.076 2.884
H -1.766 -2.540 2.436
H -3.030 -1.930 1.385
H -1.701 -3.110 -0.355
H -0.265 -3.463 0.588
H -0.117 -2.975 -1.107
H 0.789 1.983 -3.683
H 2.285 2.638 -3.055
H 1.030 2.107 -1.942
H 2.775 0.894 -4.950
H 4.055 -1.192 -5.192
H 4.213 -2.778 -3.304
H 3.822 -3.357 -1.104
H 2.167 -3.082 -0.617
H 3.497 -2.092 0.049
```

(6)
# C22H30GdN4O5S3

A structure of composition C22H30GdN4O5S3 in a non-equilibrium geometry (ωB97M-V/def2-TZVPD, OMol25).

Results
Total charge: +1
2S+1: 8
Largest force on an atom (hartree/bohr): 0.020
Orbital gap (spin up / spin down) (eV): 7.95 / 6.29
Energy relative to the best compared isomer or geometry (same formula, charge and spin) (eV): 0.000

The geometry in XYZ format:
```
65
C22H30GdN4O5S3 (ωB97M-V/def2-TZVPD)
Gd -0.798 0.223 0.335
N -0.650 2.781 0.616
C 0.118 2.685 1.889
C -0.628 1.759 2.867
O -1.313 2.275 3.742
N -0.450 0.440 2.617
C -1.041 -0.430 3.622
C -2.063 -1.406 3.112
O -2.747 -2.120 3.775
O -2.188 -1.376 1.727
H -0.170 3.415 -0.015
H -1.537 3.232 0.827
H 0.229 3.654 2.373
H 1.107 2.277 1.669
H -1.567 0.175 4.369
H -0.272 -0.997 4.154
C -4.805 1.893 0.450
C -4.730 1.463 -1.003
S -3.042 1.573 -1.687
C -3.111 0.270 -2.963
C -1.777 -0.451 -3.067
S -1.427 -1.506 -1.622
C -3.497 -1.766 1.235
C -4.500 -0.684 1.619
S -3.711 0.970 1.562
H -4.513 2.936 0.578
H -5.828 1.795 0.814
H -5.049 0.426 -1.111
H -5.381 2.092 -1.610
H -3.883 -0.439 -2.668
H -3.388 0.731 -3.911
H -1.801 -1.116 -3.930
H -0.959 0.255 -3.225
H -3.372 -1.851 0.160
H -3.774 -2.726 1.663
H -5.361 -0.698 0.954
H -4.844 -0.827 2.641
O 5.665 -3.404 0.346
C 4.608 -3.824 1.179
C 3.423 -2.927 0.966
C 2.227 -3.165 1.630
C 1.169 -2.308 1.412
N 1.230 -1.261 0.589
C 2.371 -1.038 -0.075
C 3.485 -1.846 0.100
C 2.370 0.101 -1.036
C 3.476 0.405 -1.814
C 3.417 1.434 -2.746
C 4.635 1.742 -3.585
O 5.806 1.828 -2.798
C 2.228 2.138 -2.864
C 1.173 1.790 -2.041
N 1.231 0.807 -1.143
H 6.429 -3.970 0.492
H 4.888 -3.779 2.238
H 4.307 -4.855 0.961
H 2.115 -4.003 2.306
H 0.224 -2.472 1.915
H 4.409 -1.670 -0.426
H 4.403 -0.140 -1.711
H 4.469 2.644 -4.179
H 4.804 0.915 -4.277
H 5.811 2.661 -2.316
H 2.119 2.942 -3.579
H 0.232 2.328 -2.102
```

(7)
# C22H30I2N2O4RhS2Y

A structure of composition C22H30I2N2O4RhS2Y in a non-equilibrium geometry (ωB97M-V/def2-TZVPD, OMol25).

Results
Total charge: +4
2S+1: 5
Largest force on an atom (hartree/bohr): 0.329
Orbital gap (spin up / spin down) (eV): 5.77 / 4.60

The geometry in XYZ format:
```
64
C22H30I2N2O4RhS2Y (ωB97M-V/def2-TZVPD)
I -0.756 -4.133 -1.371
I -0.756 -3.420 -3.958
Y -0.017 0.832 -3.014
Rh 0.000 0.000 0.000
S 1.236 -0.850 -1.864
S -1.615 -0.390 -1.720
C 1.415 0.188 1.204
C 3.105 -0.644 -1.818
C -3.312 0.390 -1.496
C 3.588 -1.012 -3.226
C 3.534 0.768 -1.430
C 3.602 -1.682 -0.804
C -4.021 0.214 -2.845
C -3.237 1.859 -1.090
C -4.008 -0.456 -0.423
C 1.386 1.616 -3.965
C -1.188 2.032 -3.835
O 2.257 0.311 1.990
O 2.220 2.126 -4.584
O -1.876 2.790 -4.377
H 3.223 -0.309 -3.977
H 3.261 -2.019 -3.502
H 4.684 -0.988 -3.241
H 3.167 1.510 -2.140
H 4.631 0.814 -1.423
H 3.177 1.039 -0.435
H 3.248 -1.465 0.206
H 4.699 -1.666 -0.791
H 3.275 -2.688 -1.080
H -5.050 0.580 -2.754
H -4.053 -0.840 -3.137
H -3.528 0.780 -3.639
H -4.258 2.246 -0.979
H -2.726 2.460 -1.844
H -2.719 1.989 -0.139
H -5.038 -0.097 -0.303
H -3.507 -0.377 0.544
H -4.042 -1.510 -0.714
C -1.461 2.364 5.638
N -1.231 2.112 4.210
N -1.804 1.165 3.443
C -1.156 1.207 2.228
O -1.325 0.391 1.326
C -0.225 2.221 2.224
C -0.279 2.753 3.485
C 0.638 3.833 3.984
C -2.767 0.142 3.876
C -3.663 0.344 4.953
C -4.543 -0.660 5.368
C -4.561 -1.892 4.723
C -3.699 -2.123 3.658
C -2.816 -1.126 3.237
H -2.443 2.841 5.803
H -0.722 3.076 6.055
H -1.346 1.418 6.211
H 0.449 2.513 1.430
H 0.047 4.705 4.330
H 1.252 3.441 4.823
H 1.330 4.161 3.180
H -3.729 1.263 5.489
H -5.215 -0.479 6.197
H -5.241 -2.668 5.051
H -3.708 -3.084 3.158
H -2.162 -1.396 2.428
```

(8)
# C22H30IrN3S2Sb2

A structure of composition C22H30IrN3S2Sb2 in a non-equilibrium geometry (ωB97M-V/def2-TZVPD, OMol25).

Results
Total charge: +2
Largest force on an atom (hartree/bohr): 0.044
Orbital gap (eV): 5.62
Energy relative to the best compared isomer or geometry (same formula, charge and spin) (eV): 1.550

The geometry in XYZ format:
```
60
C22H30IrN3S2Sb2 (ωB97M-V/def2-TZVPD)
Ir -0.566 -0.947 -0.913
S -0.878 -5.338 -1.186
C -0.112 -5.010 0.309
C 0.016 -3.677 0.541
C -0.515 -2.890 -0.523
C -1.039 -3.676 -1.526
C -1.675 -3.106 -2.708
C -2.291 -3.826 -3.711
C -2.870 -3.141 -4.771
C -2.811 -1.757 -4.796
C -2.178 -1.102 -3.755
N -1.624 -1.760 -2.733
H 0.208 -5.829 0.935
H 0.464 -3.281 1.440
H -2.317 -4.906 -3.659
H -3.365 -3.682 -5.566
H -3.247 -1.187 -5.603
H -2.102 -0.025 -3.737
C -2.983 0.140 2.713
Sb -1.368 0.180 1.329
C -0.860 2.235 1.338
C 0.094 -0.625 2.723
C 1.029 0.462 3.142
C 0.697 1.314 4.194
C 1.510 2.381 4.539
C 2.665 2.623 3.808
C 3.010 1.768 2.773
C 2.217 0.669 2.444
C 2.690 -0.307 1.404
Sb 1.893 -0.032 -0.584
C 2.602 1.937 -0.894
C 3.349 -1.172 -1.616
H -2.992 -0.832 3.199
H -3.944 0.320 2.239
H -2.751 0.934 3.420
H -0.732 2.553 2.372
H -1.656 2.811 0.868
H 0.067 2.379 0.788
H 0.575 -1.439 2.197
H -0.490 -1.022 3.553
H -0.209 1.120 4.760
H 1.251 3.018 5.374
H 3.308 3.454 4.064
H 3.935 1.932 2.231
H 2.473 -1.345 1.654
H 3.766 -0.213 1.245
H 3.636 1.935 -0.551
H 2.020 2.656 -0.321
H 2.561 2.171 -1.956
H 4.322 -0.781 -1.323
H 3.220 -1.075 -2.692
H 3.258 -2.219 -1.334
N -2.533 3.228 -1.597
C -1.259 3.001 -1.915
N -0.431 4.040 -1.976
S -0.682 1.425 -2.248
H -2.903 4.163 -1.515
H -3.191 2.469 -1.647
H -0.766 4.990 -1.917
H 0.502 3.895 -2.322
```